Computed, not measured: a 2-piece molecular cluster, C3H9OS overall at a distorted geometry, with ωB97M-V/def2-TZVPD.

```
! wB97M-V def2-TZVPD RIJCOSX def2/J DEFGRID3
* xyz -1 1
C 1.38 2.10 0.76
S -0.05 1.90 -0.38
H 1.66 3.14 0.98
H 1.29 1.69 1.80
H 2.27 1.60 0.34
C -0.44 -1.51 -0.51
O 0.38 -1.16 0.56
C -1.21 -2.84 -0.09
H -1.15 -0.73 -0.73
H 0.06 -1.77 -1.46
H 0.52 -0.19 0.46
H -1.77 -2.45 0.77
H -1.85 -3.07 -0.93
H -0.47 -3.57 0.24
*
```

Computed properties:
**Energy above the lowest of the compared OMol25 structures with the same formula, charge and spin**: 96.8 kJ/mol
**Lowest unoccupied orbital energy**: 4.044 eV
**Kohn-Sham gap**: 6.64 eV
**F_max**: 0.060 Eh/bohr

These are the Mulliken partial charges, in e, on atoms 1 to 2: -0.961 -0.686